The following is a quantum chemistry calculation of a cluster of 4 separate species, C13H40BO15P4 in total in a non-equilibrium geometry, from the Open Molecules 2025 dataset.

Geometry as XYZ:
```
73
Properties=species:S:1:pos:R:3
P -2.808 -1.092 -1.080
P 2.910 0.125 5.261
P 2.967 -4.129 0.447
P -4.060 4.505 -3.218
O -4.784 3.144 -3.608
O 4.365 0.368 5.837
O 2.720 -4.213 2.022
O -3.560 4.574 -1.837
O -2.936 4.627 -4.351
O 0.082 0.659 -2.793
O -3.250 -3.626 -2.328
O -5.159 5.598 -3.600
O 2.780 -1.008 4.331
O 2.543 1.552 4.637
O 2.026 0.013 6.590
O -4.488 -1.765 -3.370
O 4.052 -5.260 0.133
O 3.301 -2.791 -0.065
O 1.633 -4.767 -0.140
C 0.658 -0.382 6.503
C -1.199 0.159 -3.012
C -2.209 0.495 -1.850
C 1.503 -1.321 -2.188
C -4.863 6.986 -3.422
C -5.267 2.967 -4.946
C 3.639 -3.576 2.923
C 4.580 1.424 6.781
C 5.406 -5.065 0.546
C 1.266 1.746 4.035
C -1.941 5.650 -4.256
C 1.212 -6.053 0.331
C 0.737 -0.032 -1.734
B -3.604 -2.281 -2.418
H -3.767 -0.785 -0.068
H -1.767 5.949 -3.222
H 5.632 -5.768 1.349
H 1.493 0.667 -1.339
H -1.013 5.261 -4.670
H 0.472 -0.998 5.622
H 4.145 -2.733 2.454
H -3.950 -1.472 -4.113
H 0.412 -0.959 7.392
H 2.572 -1.222 -1.956
H 3.086 -3.214 3.782
H 5.280 1.070 7.535
H -3.941 7.143 -2.861
H 1.354 -1.566 -3.250
H -2.251 6.515 -4.844
H 0.128 -6.041 0.437
H -6.341 3.148 -4.972
H 1.491 -6.816 -0.396
H -4.772 7.453 -4.403
H -1.586 0.679 -3.906
H 6.067 -5.267 -0.296
H 0.081 -0.293 -0.882
H 5.591 -4.049 0.894
H -4.777 3.634 -5.654
H 1.650 -6.304 1.295
H -5.072 1.938 -5.248
H -3.027 1.168 -2.149
H 3.660 1.729 7.279
H 0.721 0.809 3.911
H 0.023 0.505 6.474
H -1.611 1.028 -1.085
H 1.400 2.200 3.054
H -2.286 -3.641 -2.312
H -5.680 7.457 -2.880
H -1.172 -0.922 -3.272
H 0.682 2.423 4.662
H 1.149 -2.152 -1.551
H -1.711 -1.785 -0.501
H 5.010 2.286 6.271
H 4.375 -4.308 3.261
```

Computed properties:
Charge = +1
Strongest force on any atom = 2.31 eV/Å
E_HOMO = -12.17 eV
Electronic energy = -82675.12975 eV